Entry 1:
A single C6H7NO3 molecule, computed with the ωB97M-V functional and the def2-TZVPD basis.

energy: -513.12143 hartree
SMILES: C[C@H]1OCC(=O)N=C=C1O
relative energy (zero: lowest compared OMol25 entry of this formula, charge and spin): 503.3 kJ/mol

```
! wB97M-V def2-TZVPD RIJCOSX def2/J DEFGRID3
* xyz 0 1
C -1.51883 -0.65400 -0.63329
C -0.83260 0.02172 0.55992
O 0.41047 -0.55341 1.03163
C 1.54497 -1.14217 0.36902
C 2.55918 -0.24241 -0.37391
O 3.72642 -0.27434 -0.54997
N 1.69704 0.95479 -0.60324
C 0.59605 1.54402 -0.38147
C -0.65671 1.68009 0.15068
O -1.70630 2.58390 0.00053
H -1.36584 -0.33804 -1.61533
H -2.65015 -0.64110 -0.40020
H -1.38231 -1.73477 -0.58320
H -1.39196 -0.12288 1.48299
H 1.12956 -1.86549 -0.33407
H 2.15702 -1.70223 1.08821
H -2.31601 2.48631 0.79169
*
```

Atomic partial charges in e from the natural (NBO) method, atoms 1 to 6: -0.67, 0.13, -0.55, -0.15, 0.68, -0.50

***

Entry 2:
A single C6H7NOS2 molecule, computed with the ωB97M-V functional and the def2-TZVPD basis.

energy: -1159.07503 hartree
relative energy (zero: lowest compared OMol25 entry of this formula, charge and spin): 242.8 kJ/mol

```
! wB97M-V def2-TZVPD RIJCOSX def2/J DEFGRID3
* xyz 0 1
C 1.19594 -0.87684 1.04749
C 1.89770 -1.55228 0.05780
C -0.13950 -0.32171 0.63249
C 1.76686 -1.26104 -1.24741
C -1.80780 1.47086 0.91868
C -0.59915 0.78816 1.23408
N -2.48076 1.03455 -0.26624
O 1.33227 0.27502 -3.20750
S -2.46111 2.85309 1.69978
S 1.33874 0.27609 -1.73580
H 1.38479 -0.80967 2.14798
H 2.58918 -2.37998 0.26647
H -0.67587 -0.83054 -0.23052
H 2.08390 -1.96609 -2.00477
H -0.02971 1.28061 2.15269
H -1.98443 0.58797 -1.07607
H -3.41104 1.43181 -0.38916
*
```

Atomic partial charges in e from the natural (NBO) method, atoms 1 to 6: -0.17, -0.24, -0.19, -0.50, 0.10, -0.31

***

Entry 3:
C6H7NS as an isolated structure, computed with the ωB97M-V functional and the def2-TZVPD basis.

energy: -685.69366 hartree
relative energy (zero: lowest compared OMol25 entry of this formula, charge and spin): 200.1 kJ/mol

```
! wB97M-V def2-TZVPD RIJCOSX def2/J DEFGRID3
* xyz 0 1
C -2.21677 1.24843 0.52986
C -1.31472 0.37011 -0.46673
C 0.55846 -0.73467 -0.01972
C 1.86429 -0.83308 0.28359
C 1.32218 1.34374 -0.24326
C 0.19548 0.58447 -0.42928
H -1.74241 1.30995 1.57930
H -3.35326 0.93768 0.57255
H -2.24116 2.32061 0.19620
H -1.76422 0.50795 -1.49172
H 2.49598 -1.72370 0.47229
H 3.17328 0.80709 0.43337
H 1.45633 2.38219 -0.46983
N 2.31844 0.44715 0.17497
S -1.04420 -1.34662 -0.02773
*
```

Atomic partial charges in e from the natural (NBO) method, atoms 1 to 6: -0.62, -0.34, -0.25, -0.10, -0.06, -0.13